91
Properties=species:S:1:pos:R:3:forces:R:3 method="wB97M-V/def2-TZVPD" de_lowest_kj_mol=0.00 mol_weight_g_mol=925.93 e_tot_ha=-5443.89446 charge=-2 max_force_ha_per_bohr=0.047 e_homo_ev="-0.6 / -0.7"
H 0.013 -3.298 -3.951 0.0421 -0.0310 0.0247
C 1.695 -7.543 0.702 -0.1218 -0.1221 -0.1592
H 0.977 4.820 1.485 0.1828 -0.2740 0.0924
N 1.052 3.964 2.034 -0.1983 0.4367 -0.4308
C -1.022 -1.899 -5.205 0.0638 -0.0441 -0.0959
C -2.093 -0.072 -4.069 -0.0639 -0.0194 0.0761
C 4.686 2.628 -2.654 -0.1915 -1.0756 1.2733
H -5.623 2.716 -3.303 -0.0656 -0.0138 -0.0566
H 1.144 -9.153 -0.617 0.0044 -0.0342 0.0029
H 1.365 0.590 7.170 -0.0484 -0.0196 0.0211
C 1.769 0.813 6.190 -0.0039 -0.0222 0.1072
C 0.479 -5.477 0.434 0.0545 0.2202 0.1994
H 3.329 1.488 2.742 -0.1437 0.0028 0.0909
C 3.223 2.103 4.794 0.0270 0.1133 0.2845
C -3.017 4.117 -1.675 -0.2441 0.5592 -0.3015
H -2.613 5.068 -1.362 -0.0505 0.1262 0.0040
H -0.596 -7.829 -1.766 -0.0389 0.0158 -0.0316
S -0.288 -1.363 0.633 0.4868 -0.1271 0.6345
C 5.174 3.476 -3.653 0.4708 0.9793 -1.1778
C 1.466 -6.240 1.081 0.0786 0.1997 0.2036
H 2.687 3.017 1.407 -0.5377 -0.2585 0.0860
C -0.261 -6.075 -0.601 -0.0278 0.0164 -0.0550
H -1.021 -5.494 -1.105 -0.1000 0.0696 -0.0595
C -4.696 2.786 -2.750 -0.0542 0.3115 -0.0696
C -0.007 3.786 2.875 0.2573 -0.4097 0.9220
H -3.496 0.882 0.967 -0.0310 0.0708 0.0775
S 1.136 1.110 -1.453 0.2529 -0.1407 -0.2588
H -1.430 4.768 3.819 0.1325 -0.0639 -0.1536
N 0.218 -4.199 0.794 -1.2116 0.1746 -1.0225
H -4.641 4.940 -2.815 -0.0174 0.0472 0.0497
C -2.379 2.965 -1.260 0.0893 -1.0388 0.3205
C 0.956 -8.129 -0.320 0.1223 -0.3628 -0.0490
H 2.465 -8.116 1.206 0.0183 -0.0010 0.0175
C 2.826 1.500 -1.568 0.0883 -0.2016 0.3035
H -4.479 0.669 -2.556 0.0183 -0.0577 -0.0461
C -4.662 -2.610 -0.145 -0.1693 -0.1551 0.0090
P -1.841 0.235 -1.204 -0.7086 -0.5949 -0.7227
O -1.811 4.096 0.934 -0.4266 -0.4571 -0.4470
C 0.699 -2.266 1.846 -0.9023 -0.4166 -1.1552
C -4.891 -0.710 1.294 -0.1495 0.0319 0.0961
H -5.381 -0.211 2.119 -0.0086 0.0270 0.0712
C 3.734 0.959 -0.611 -0.5198 -0.2155 -0.1620
H 3.967 2.881 4.680 0.0593 0.0238 -0.0193
C -3.616 -1.988 -0.804 0.1307 0.1319 -0.1026
C -0.916 -1.744 -2.818 -0.0228 0.0005 0.0639
H -0.543 -2.099 -1.865 0.0781 -0.0528 -0.0082
H -3.108 -2.500 -1.609 -0.0044 -0.0322 -0.0873
H -4.974 -3.602 -0.446 0.0161 -0.0399 -0.0166
S -1.134 3.198 0.006 0.3171 1.4823 0.4183
C 1.843 0.380 3.816 0.5510 0.2643 1.2478
C 6.961 2.317 -1.790 1.6754 0.2782 -0.0497
H 1.405 3.001 0.330 0.3609 0.3071 0.3938
H 0.643 -0.726 5.201 -0.0127 -0.0156 -0.0498
N -0.656 4.964 3.196 0.1450 0.3551 -0.0347
C -1.767 -0.733 -5.241 0.0020 -0.0218 -0.2111
N 1.247 -1.576 2.828 1.2661 0.2066 1.6277
S 3.139 -0.064 0.655 -0.0853 0.4180 0.0702
H 5.756 0.804 0.026 0.0883 0.0140 -0.0008
Ti 0.796 0.719 1.012 1.9407 -1.2709 0.6104
H 2.960 2.456 6.894 0.0274 0.0127 0.0624
C -2.845 1.705 -1.630 -0.0756 0.3500 -0.1119
O 0.041 3.842 -0.567 -0.6092 -0.0545 -0.4759
N 5.581 4.180 -4.472 -0.1217 -0.1663 0.1767
C -5.318 -1.966 0.890 -0.0464 -0.0686 0.1233
C -3.843 -0.091 0.643 0.0759 0.0077 -0.1018
N 0.857 -3.560 1.789 1.0763 0.3599 0.8944
N 1.330 -0.257 2.695 -1.4112 -0.3203 -1.3302
N 1.671 2.900 1.332 0.1185 0.1936 -0.3193
H -2.092 -0.326 -6.191 0.0181 0.0165 -0.0206
H -6.144 -2.448 1.396 -0.0188 -0.0325 0.0212
H -0.394 -3.619 0.211 0.1656 -0.4407 0.1058
C 2.672 1.854 6.042 0.1146 0.1274 0.0469
H -0.746 -2.398 -6.125 -0.0272 -0.0304 -0.0420
H 2.631 2.734 -3.289 0.0173 0.0781 -0.0679
C 1.366 0.072 5.099 0.0010 -0.1080 -0.4123
H -0.996 5.435 2.362 0.0694 -0.0206 0.0842
H 2.036 -5.769 1.866 0.0294 0.0490 0.0609
S -0.401 2.369 3.611 -0.0807 0.0770 -0.0502
N 8.101 2.495 -1.840 -0.3137 -0.0195 0.0129
C -4.157 4.041 -2.459 0.2172 -0.3108 0.1463
C -4.053 1.640 -2.339 0.2427 0.0146 0.1857
O -0.807 1.901 0.656 -1.0461 1.0962 -0.3431
C 2.837 1.362 3.698 -0.1908 -0.4409 -0.2982
C 3.323 2.322 -2.568 0.3362 0.1721 -0.1123
C -0.020 -7.381 -0.965 0.0483 -0.0163 -0.0078
H -2.656 0.848 -4.126 0.0260 0.0288 -0.0071
C 5.087 1.242 -0.701 0.2766 0.2228 -0.3237
C -0.592 -2.402 -3.986 -0.0083 -0.1382 -0.1455
C -3.214 -0.710 -0.436 -0.0527 0.0610 -0.0251
C 5.590 2.068 -1.709 -1.7918 -0.1423 -0.1683
C -1.690 -0.582 -2.839 0.0730 0.1483 0.0772